(1)
16
Properties=species:S:1:pos:R:3:lowdin_charge:R:1 method="wB97M-V/def2-TZVPD" e_lumo_ev=0.756 max_force_ev_per_a=4.5 homo_lumo_gap_ev=9.5420 homo_ha=-0.323 de_lowest_kj_mol=221.2
C 0.48542 1.44017 0.78070 -0.08
C 0.19734 0.36503 -0.24100 -0.37
C 1.29442 -0.60812 -0.72984 -0.01
C 0.82152 -1.87028 -1.00963 -0.15
N -0.51313 -2.25816 -1.26858 0.02
C -1.51934 -1.67927 -0.76189 -0.12
C -1.15177 -0.40347 0.12024 -0.12
H 0.45683 1.23104 1.86001 0.09
H -0.03469 2.26408 0.58120 0.03
H 1.50974 1.76181 0.60184 0.08
H 0.03430 0.96340 -1.11949 0.12
H 2.33824 -0.40400 -0.50083 0.10
H 1.47684 -2.62083 -1.30994 0.07
H -2.52960 -2.00504 -0.99231 0.10
H -1.05439 -0.86584 1.16094 0.12
H -1.97730 0.39945 0.19644 0.12

---

(2)
16
Properties=species:S:1:pos:R:3:lowdin_charge:R:1 method="wB97M-V/def2-TZVPD" e_lumo_ev=1.022 max_force_ev_per_a=0.5 homo_lumo_gap_ev=10.4240 homo_ha=-0.346 de_lowest_kj_mol=272.4
C -2.79286 0.09138 -1.81285 -0.11
C -1.54598 0.51503 -1.17544 -0.08
C -0.51822 0.83702 -0.63392 -0.04
C 0.72646 1.08409 0.10394 -0.17
C 0.81435 0.13951 1.28746 -0.35
C 1.19413 -1.27138 1.08405 -0.15
N 2.14523 -0.31919 1.66355 0.01
H -2.71619 -0.94469 -2.15898 0.08
H -3.03565 0.71837 -2.67608 0.07
H -3.62688 0.14777 -1.10579 0.08
H 0.78443 2.12677 0.44042 0.12
H 1.59712 0.91159 -0.54023 0.12
H 0.09616 0.33950 2.08279 0.14
H 1.43951 -1.61689 0.08177 0.11
H 0.74060 -2.02448 1.72511 0.10
H 2.21148 -0.44709 2.66920 0.09

---

(3)
16
Properties=species:S:1:pos:R:3:lowdin_charge:R:1 method="wB97M-V/def2-TZVPD" e_lumo_ev=0.845 max_force_ev_per_a=1.0 homo_lumo_gap_ev=11.8950 homo_ha=-0.406 de_lowest_kj_mol=92.8
C -1.66475 0.73097 -0.13676 -0.04
C -0.22855 0.26454 -0.35910 -0.49
C 0.26075 0.73291 -1.66026 -0.18
N 0.64909 1.09663 -2.68806 0.16
C 0.79566 0.56580 0.77660 -0.11
C 1.29132 -0.89346 0.71156 -0.15
C 0.06388 -1.25434 -0.15396 -0.11
H -2.33338 0.33372 -0.90754 0.09
H -1.73171 1.82395 -0.14901 0.09
H -2.01201 0.37603 0.83878 0.08
H 0.27130 0.79920 1.70802 0.11
H 1.52319 1.35480 0.57413 0.11
H 2.23032 -0.98972 0.15890 0.11
H 1.38780 -1.41819 1.66530 0.10
H 0.23977 -1.84289 -1.05865 0.11
H -0.74198 -1.72018 0.42191 0.11

---

(4)
16
Properties=species:S:1:pos:R:3:lowdin_charge:R:1 method="wB97M-V/def2-TZVPD" e_lumo_ev=1.081 max_force_ev_per_a=0.3 homo_lumo_gap_ev=9.6366 homo_ha=-0.314 de_lowest_kj_mol=343.4
C -0.19341 -0.40901 1.91040 -0.03
C -0.09997 -0.03679 0.45601 -0.36
C -0.64977 1.24664 -0.10514 -0.07
C -0.97505 -0.03433 -0.79537 -0.13
C 0.22929 -0.58044 -1.61740 -0.20
N 1.47728 0.15895 -1.51264 0.06
C 1.05531 -0.64242 -0.39474 -0.20
H -0.21183 -1.49268 2.07137 0.08
H -1.05538 0.03525 2.41721 0.08
H 0.71016 -0.02342 2.40394 0.09
H -1.47949 1.63032 0.48629 0.11
H -0.06344 2.04055 -0.56592 0.10
H -1.99150 -0.37147 -0.97677 0.13
H 0.13639 -1.29425 -2.42842 0.13
H 1.38987 1.15754 -1.35201 0.08
H 1.67196 -1.46066 -0.03157 0.14

---

What did the second record say?
16
Properties=species:S:1:pos:R:3:lowdin_charge:R:1 method="wB97M-V/def2-TZVPD" e_lumo_ev=1.022 max_force_ev_per_a=0.5 homo_lumo_gap_ev=10.4240 homo_ha=-0.346 de_lowest_kj_mol=272.4
C -2.79286 0.09138 -1.81285 -0.11
C -1.54598 0.51503 -1.17544 -0.08
C -0.51822 0.83702 -0.63392 -0.04
C 0.72646 1.08409 0.10394 -0.17
C 0.81435 0.13951 1.28746 -0.35
C 1.19413 -1.27138 1.08405 -0.15
N 2.14523 -0.31919 1.66355 0.01
H -2.71619 -0.94469 -2.15898 0.08
H -3.03565 0.71837 -2.67608 0.07
H -3.62688 0.14777 -1.10579 0.08
H 0.78443 2.12677 0.44042 0.12
H 1.59712 0.91159 -0.54023 0.12
H 0.09616 0.33950 2.08279 0.14
H 1.43951 -1.61689 0.08177 0.11
H 0.74060 -2.02448 1.72511 0.10
H 2.21148 -0.44709 2.66920 0.09